# 1
Computed, not measured: a structure of composition C15H27F3N3O10P, with ωB97M-V/def2-TZVPD.

```
59
Properties=species:S:1:pos:R:3
C 3.12608 2.24120 0.26172
C 3.27382 0.76789 -0.11359
O 1.91536 0.43861 -0.16934
C 1.20519 1.48596 -0.53085
O 0.00983 1.42698 -0.89767
O 2.00987 2.49231 -0.53107
F 3.82728 0.17397 0.92653
H 4.11303 2.62428 0.00236
H 2.85868 2.25370 1.31833
H 3.92704 0.75600 -0.98609
C 0.24354 -0.80945 -1.46904
C -0.05541 -2.15166 -2.07089
O 0.50098 -2.15300 -3.45158
C 1.10483 -1.01676 -3.61648
O 1.82984 -0.71110 -4.56918
O 0.73955 -0.13697 -2.62230
F -1.41386 -2.17179 -2.20526
H 1.04696 -0.94802 -0.74556
H -0.57567 -0.40040 -0.87771
H 0.29320 -2.94306 -1.40737
C 4.29933 -2.01037 -2.16329
C 5.80041 -2.06128 -2.20646
O 6.33762 -1.20323 -1.15910
C 5.36261 -0.55812 -0.66473
O 5.40416 0.28104 0.30671
O 4.20985 -0.77770 -1.39263
F 6.28671 -1.63903 -3.31344
H 3.82802 -2.84950 -1.65161
H 3.73354 -1.95478 -3.09329
H 6.03880 -3.09633 -1.96162
O -1.20348 -0.70254 0.36670
P -2.24048 -0.00334 1.11177
N -2.70516 -0.82418 2.60448
C -2.75820 -2.30356 2.70224
C -2.56768 -0.13175 3.91537
N -3.63256 0.11491 0.11208
C -4.82750 0.83519 0.52418
C -3.48164 0.12734 -1.38860
N -1.90365 1.64829 1.46063
C -0.82397 2.21608 0.83294
C -2.87262 2.57260 2.25480
H -3.14882 -2.50366 3.69998
H -1.71644 -2.59492 2.56827
H -3.48053 -2.61436 1.94743
H -1.93740 -0.64343 4.64272
H -3.59700 0.04484 4.22747
H -2.09496 0.84772 3.84284
H -4.73275 1.91773 0.43913
H -5.66337 0.73052 -0.16753
H -5.05212 0.51087 1.54028
H -4.11001 0.83658 -1.92734
H -2.46196 0.39812 -1.66253
H -3.59257 -0.92893 -1.63370
H -0.77080 1.77109 -0.16067
H -0.72464 3.28304 0.63339
H 0.08987 1.88909 1.32901
H -3.50143 3.09978 1.53733
H -2.20175 3.12958 2.90887
H -3.56772 1.92800 2.79278
```

Properties
energy relative to the best compared isomer or geometry (same formula, charge and spin) = 13.2248 eV
HOMO = -0.2664 Eh
HOMO-LUMO gap = 7.637 eV

***

# 2
Computed, not measured: the ion C8H18ClIN3O2S with charge +1, with ωB97M-V/def2-TZVPD.

```
34
Properties=species:S:1:pos:R:3
N 1.65731 1.46366 1.66380
C 0.97027 1.64920 0.53754
N 1.24699 2.71575 -0.27325
N -0.00298 0.69575 0.24060
C -1.33933 1.32112 0.10225
C -1.70489 1.85029 -1.28388
C -2.95092 2.71849 -1.24725
I -3.60369 3.12447 -3.25410
C 0.35072 -0.21537 -0.87217
C 1.63132 -1.00403 -0.60512
C 1.52022 -2.08581 0.47356
C 0.28696 -2.96903 0.35058
S 0.29389 -4.08241 1.77029
O -0.45440 -3.47165 2.82076
O 1.66057 -4.36132 2.08132
Cl -0.55831 -5.81080 1.15827
H 1.38462 0.59860 2.12536
H 1.68653 2.25704 2.30529
H 1.02426 3.65276 0.01654
H 1.72778 2.52052 -1.13507
H -1.35729 2.17937 0.78291
H -2.10997 0.65012 0.47535
H -0.87684 2.42839 -1.68645
H -1.90056 1.03828 -1.98154
H -2.80717 3.66438 -0.73675
H -3.78378 2.18923 -0.79585
H -0.49675 -0.87595 -1.02373
H 0.50074 0.30795 -1.82266
H 2.45846 -0.34238 -0.33756
H 1.90019 -1.44281 -1.56490
H 2.38658 -2.73474 0.37348
H 1.59853 -1.66503 1.47503
H -0.63576 -2.40180 0.42809
H 0.29671 -3.56225 -0.56072
```

Properties
net charge = +1
energy relative to the best compared isomer or geometry (same formula, charge and spin) = 0.0000 eV
HOMO = -0.4452 Eh
structure (SMILES) = NC(N)=[N+](CCCI)CCCCS(=O)(=O)Cl
HOMO-LUMO gap = 6.807 eV

***

# 3
Computed, not measured: the molecule C5H5NOS, with ωB97M-V/def2-TZVPD.

```
13
Properties=species:S:1:pos:R:3
C -1.07643 -0.73828 0.02166
C 2.47847 0.10675 0.76136
C -1.79673 -1.25533 -0.99815
C -0.37069 0.79073 -1.55806
C 0.48926 1.13697 0.53901
N -0.33148 0.34548 -0.33596
O 1.29326 0.18510 1.22511
S -1.38749 -0.31668 -2.39589
H -1.03229 -1.13901 1.08916
H 3.14056 -0.75891 1.11369
H -2.52578 -2.05921 -0.92241
H 1.21846 1.93693 0.04848
H -0.09910 1.76546 1.41201
```

Properties
energy relative to the best compared isomer or geometry (same formula, charge and spin) = 6.0415 eV
HOMO = -0.3092 Eh
HOMO-LUMO gap = 8.903 eV

***

# 4
Computed, not measured: a cluster of 2 separate species, C8H17NO3 in total, with ωB97M-V/def2-TZVPD.

```
29
Properties=species:S:1:pos:R:3
C -1.01254 -6.04681 -0.00222
C -2.30398 -6.55051 -0.40343
N -3.39496 -6.88289 -0.72240
H -0.90091 -6.01604 1.08161
H -0.95144 -5.02023 -0.36349
H -0.20566 -6.67707 -0.37613
C -0.25239 -1.57944 -0.22261
O 1.09008 -1.50785 0.24616
C 1.37527 -0.42871 1.00958
C 1.54465 0.93017 0.31341
O 0.29525 1.52687 -0.12488
C -0.18331 2.52717 0.79298
C -0.89164 3.60278 -0.00202
O 0.02039 4.67263 -0.12466
C 0.70451 4.71619 -1.38919
H -1.01465 -1.77343 0.53199
H -0.23023 -2.50077 -0.80464
H -0.47066 -0.74765 -0.89238
H 2.30219 -0.77399 1.46750
H 0.82565 -0.27477 1.93820
H 2.20814 0.76139 -0.53476
H 2.11755 1.57186 0.98283
H 0.54259 3.06142 1.40596
H -0.70979 2.13183 1.66168
H -1.71963 4.03623 0.55893
H -1.38422 3.25859 -0.91142
H 1.24979 3.77256 -1.37123
H 1.36577 5.56920 -1.54154
H -0.01588 4.64133 -2.20376
```

Properties
net charge = +1
HOMO (spin up / spin down) = -0.4868 / -0.4868 Eh
⟨S²⟩ = 0.755
2S+1 = 2
HOMO-LUMO gap (spin up / spin down) = 10.675 / 4.184 eV

***

Question: What is the formula in the first record?
Answer: C15H27F3N3O10P